Entry 1:
{"formula": "C18H18N2O4", "method": "ωB97M-V with the def2-TZVPD basis set", "relative_energy_kj_mol": 115.87, "smiles": "CC(=O)c1cccc(NC(=O)N[C@@H](C)c2ccc3c(c2)OCO3)c1", "homo_ev": -8.5153, "spin_multiplicity": 1, "mol_weight_g_mol": 326.35, "gap_ev": 8.986, "total_energy_ha": -1107.21253, "elements": ["C", "C", "O", "C", "C", "C", "C", "C", "C", "H", "H", "H", "N", "C", "O", "N", "H", "C", "C", "C", "C", "C", "C", "C", "H", "O", "C", "O", "H", "H", "H", "H", "C", "H", "H", "H", "H", "H", "H", "H", "H", "H"], "positions_angstrom": [[-5.693146, 2.349678, 0.696431], [-6.145141, 0.915534, 0.597543], [-7.306145, 0.602065, 0.745577], [-5.100720, -0.104805, 0.310764], [-3.764885, 0.230469, 0.113568], [-2.828562, -0.762917, -0.149509], [-3.238554, -2.095128, -0.214642], [-4.566223, -2.427233, -0.019603], [-5.496675, -1.440699, 0.241868], [-6.537331, -1.679893, 0.397167], [-4.871582, -3.461639, -0.072593], [-2.511658, -2.869963, -0.418901], [-1.477601, -0.488379, -0.359736], [-0.840428, 0.729981, -0.330492], [-1.389784, 1.794525, -0.133307], [0.506817, 0.681436, -0.538272], [0.939402, 1.592325, -0.550383], [1.365714, -0.446047, -0.846897], [2.797462, -0.086143, -0.517685], [3.399138, 1.011811, -1.115665], [4.715610, 1.373532, -0.843050], [5.407280, 0.590990, 0.048360], [4.811809, -0.517499, 0.653154], [3.512991, -0.873869, 0.388440], [3.069433, -1.730654, 0.868004], [5.712330, -1.116932, 1.489174], [6.894519, -0.349245, 1.400045], [6.694812, 0.712717, 0.491215], [7.721686, -0.985653, 1.047848], [7.146217, 0.056864, 2.392740], [5.175273, 2.227949, -1.309746], [2.840299, 1.611068, -1.818266], [1.242044, -0.862278, -2.321251], [1.874714, -1.724571, -2.515212], [0.213399, -1.115226, -2.567953], [1.556821, -0.049136, -2.968886], [1.079803, -1.293849, -0.209685], [-0.907701, -1.303824, -0.523513], [-3.426781, 1.250596, 0.158515], [-5.245102, 2.665890, -0.242744], [-4.948799, 2.454889, 1.482225], [-6.549095, 2.981613, 0.919864]], "forces_ev_per_a": [[-0.314, 0.053, 0.058], [-0.089, 0.370, 0.057], [0.081, -0.001, -0.012], [0.169, -0.810, -0.118], [-0.167, 0.158, 0.050], [-0.368, -0.071, 0.049], [0.072, 0.190, 0.007], [0.008, 0.035, 0.002], [-0.113, 0.170, 0.037], [-0.073, -0.011, 0.011], [-0.017, -0.078, -0.004], [0.080, -0.071, -0.021], [0.458, -0.327, -0.078], [0.226, -0.088, -0.084], [-0.387, 0.317, 0.078], [0.366, 0.201, 0.042], [-0.152, -0.038, 0.112], [-0.079, -0.169, -0.361], [-0.026, 0.012, 0.080], [-0.170, -0.138, 0.018], [0.345, -0.068, 0.218], [-0.414, -0.436, 0.164], [0.167, 0.491, -0.329], [0.270, 0.003, 0.101], [-0.099, -0.126, 0.075], [-0.481, -0.133, -0.105], [1.089, -0.217, 0.642], [-0.212, 0.286, -0.320], [-0.243, 0.135, 0.012], [-0.139, -0.057, -0.237], [0.062, 0.126, -0.069], [-0.076, 0.071, -0.120], [-0.024, -0.099, 0.294], [0.058, -0.105, -0.078], [-0.110, -0.028, -0.063], [0.028, 0.096, -0.055], [0.093, 0.098, -0.031], [-0.044, 0.151, 0.007], [-0.006, 0.045, 0.006], [0.112, 0.054, -0.061], [0.127, 0.042, 0.031], [-0.007, -0.033, -0.004]], "nbo_charge": [-0.7186, 0.5598, -0.5385, -0.0731, -0.2545, 0.1583, -0.2256, -0.2044, -0.1987, 0.2345, 0.2162, 0.2019, -0.6211, 0.7949, -0.6543, -0.6375, 0.4133, -0.0465, -0.0272, -0.2265, -0.2451, 0.2208, 0.3015, -0.2697, 0.2243, -0.4860, 0.2354, -0.4733, 0.1600, 0.1601, 0.2319, 0.2133, -0.6139, 0.2154, 0.2087, 0.2146, 0.1869, 0.3926, 0.2639, 0.2351, 0.2348, 0.2363]}



Entry 2:
{"formula": "C18H18N3PrS6", "method": "ωB97M-V with the def2-TZVPD basis set", "homo_ev": [-6.7417, -6.7421], "spin_multiplicity": 3, "mol_weight_g_mol": 609.67, "gap_ev": [6.260, 6.284], "total_energy_ha": -3767.04736, "elements": ["Pr", "C", "C", "N", "C", "C", "S", "C", "C", "N", "H", "H", "H", "H", "H", "H", "H", "H", "H", "H", "H", "H", "H", "H", "S", "C", "S", "C", "C", "S", "S", "S", "N", "C", "C", "C", "C", "C", "C", "C", "C", "C", "H", "H", "H", "H"], "positions_angstrom": [[9.918500, 6.134591, 14.431650], [8.080370, 7.880359, 16.591077], [7.093802, 8.191762, 15.444503], [7.698661, 7.828331, 14.125921], [6.871418, 7.275784, 13.037417], [6.248544, 5.924455, 13.464669], [7.165488, 4.785858, 14.525355], [6.608970, 5.224167, 16.266912], [7.768838, 5.471033, 17.275979], [8.679636, 6.536047, 16.709199], [8.874675, 8.621066, 16.509307], [7.633471, 8.195047, 17.540947], [6.058505, 7.752586, 15.537935], [6.941145, 9.245017, 15.432932], [8.275836, 8.603722, 13.688906], [6.068020, 7.883202, 12.725300], [7.620553, 7.191364, 12.206040], [5.363665, 6.177209, 14.006565], [6.028884, 5.329628, 12.540495], [5.798844, 6.017817, 16.282327], [6.058822, 4.306531, 16.547554], [7.422993, 5.852432, 18.295939], [8.371221, 4.582699, 17.583043], [9.496946, 6.729809, 17.288792], [11.898783, 4.925557, 7.266641], [11.770383, 5.244796, 8.844216], [12.101009, 4.055153, 10.121242], [11.347217, 4.993555, 11.448490], [11.104196, 6.331702, 11.149487], [10.586791, 7.631731, 12.294268], [11.173314, 6.798076, 9.450963], [10.763401, 4.062024, 12.749631], [16.450065, 5.595214, 22.617866], [15.828202, 5.774530, 21.660236], [14.908452, 5.982927, 20.598573], [15.446119, 6.192001, 19.298656], [14.663614, 6.381503, 18.196232], [13.223622, 6.445086, 18.389358], [12.674004, 6.336602, 19.711991], [13.508824, 6.109005, 20.821104], [12.345205, 6.638993, 17.314943], [11.648670, 6.633718, 16.259091], [16.525972, 6.060658, 19.153267], [15.045365, 6.467679, 17.175101], [11.629477, 6.385760, 19.837077], [13.082964, 5.973580, 21.816347]], "forces_ev_per_a": [[0.552, -0.083, 0.096], [-0.875, 0.515, 0.306], [-0.198, -1.038, -0.892], [1.097, 0.684, -0.367], [2.305, -1.423, 0.618], [0.442, 0.074, -1.368], [0.212, 0.362, 0.898], [-0.843, -0.744, 0.458], [0.394, 1.556, 0.715], [-0.665, 0.044, -0.122], [0.503, -0.246, -0.340], [-0.398, -0.233, 0.076], [1.321, 0.286, -0.074], [-0.222, 1.006, 0.330], [-1.034, -0.949, 0.984], [-0.981, 1.033, -0.369], [-0.898, -0.218, 0.434], [-0.920, -0.296, 0.134], [-0.164, 0.546, 0.899], [1.342, -0.822, -0.182], [0.373, 0.411, 0.163], [-0.283, -0.440, -1.341], [-0.416, 0.439, -0.949], [0.100, -0.772, 0.071], [0.280, -0.083, -0.631], [-0.337, 0.080, 0.966], [-0.832, 1.293, -0.286], [-0.034, 2.236, -1.807], [0.013, -1.253, 0.768], [0.059, -0.632, -0.741], [0.763, -0.971, 0.365], [-0.208, -0.281, 1.457], [-0.121, 0.117, -0.718], [0.024, -0.315, 1.460], [-0.880, 0.955, -1.256], [0.671, -0.902, 0.600], [-2.558, 0.198, -0.013], [1.387, 0.131, 1.966], [2.562, -0.268, -0.626], [0.648, -0.263, -0.960], [-2.292, -0.292, -3.896], [1.372, 0.098, 2.604], [-0.430, 0.239, 0.228], [-0.015, -0.001, 0.510], [-1.052, 0.124, 0.106], [0.233, 0.098, -0.275]], "lowdin_spin": [2.0328, 0.0000, -0.0001, -0.0022, 0.0003, 0.0001, -0.0016, 0.0003, 0.0002, -0.0032, 0.0001, -0.0001, 0.0000, 0.0000, 0.0000, 0.0000, 0.0001, 0.0000, 0.0000, 0.0000, 0.0000, -0.0001, 0.0000, 0.0001, -0.0002, -0.0001, -0.0004, -0.0008, 0.0002, -0.0116, -0.0001, -0.0083, 0.0002, 0.0001, 0.0004, -0.0001, 0.0004, 0.0000, 0.0004, -0.0001, 0.0005, -0.0071, 0.0000, 0.0000, 0.0000, 0.0000]}



Entry 3:
{"formula": "C18H18N6NaO6", "method": "ωB97M-V with the def2-TZVPD basis set", "relative_energy_kj_mol": 0.00, "homo_ev": -4.8532, "spin_multiplicity": 1, "mol_weight_g_mol": 437.37, "gap_ev": 7.184, "charge": -1, "total_energy_ha": -1639.00935, "elements": ["Na", "O", "C", "C", "C", "C", "C", "C", "C", "O", "N", "N", "C", "C", "C", "C", "C", "C", "N", "H", "H", "H", "H", "H", "H", "H", "H", "H", "H", "O", "N", "O", "O", "N", "C", "N", "C", "C", "O", "C", "C", "H", "H", "H", "H", "H", "H", "H", "H"], "positions_angstrom": [[1.453475, -1.254336, -1.463887], [-3.004264, -2.113078, -0.652982], [-2.957320, -2.590932, 0.604913], [-4.130317, -3.138333, 1.138259], [-4.135621, -3.648329, 2.420201], [-2.976173, -3.623102, 3.193351], [-1.824220, -3.074943, 2.658974], [-1.786078, -2.549927, 1.367474], [-0.533142, -1.941479, 0.797217], [-0.566805, -1.524444, -0.396192], [0.499204, -1.912467, 1.626018], [1.606892, -1.485011, 0.901825], [2.573634, -1.033363, 1.593225], [3.783010, -0.538906, 0.883901], [4.816644, 0.038745, 1.615762], [5.921925, 0.530576, 0.938921], [5.951581, 0.429653, -0.439880], [4.869954, -0.163983, -1.082594], [3.811446, -0.643932, -0.448720], [-2.068387, -1.808587, -0.837862], [-5.009362, -3.144407, 0.507593], [-5.050875, -4.071427, 2.818627], [-2.970845, -4.025856, 4.197771], [-0.911966, -3.038616, 3.238755], [2.511569, -0.968763, 2.680297], [4.738685, 0.100111, 2.693237], [6.740835, 0.988087, 1.481112], [6.783850, 0.799025, -1.023572], [4.846840, -0.251945, -2.163096], [1.438875, -2.552961, -3.287777], [1.399598, -1.439407, -3.876791], [0.576106, -1.217349, -4.753353], [2.221336, -0.551393, -3.513983], [1.052335, 1.229807, -0.853028], [0.087766, 1.857514, -0.839570], [-1.051028, 2.554365, -0.782324], [-1.735081, 2.789246, -2.059750], [-3.150244, 3.228788, -1.749034], [-3.160614, 4.376229, -0.912681], [-2.523906, 4.104321, 0.322562], [-1.075086, 3.708029, 0.119903], [-1.733453, 1.857912, -2.625856], [-1.203228, 3.550698, -2.643213], [-3.683293, 2.403981, -1.260340], [-3.682098, 3.502660, -2.659237], [-3.046820, 3.292462, 0.843848], [-2.598956, 5.013112, 0.919397], [-0.620211, 3.413023, 1.065603], [-0.496186, 4.538920, -0.303016]], "forces_ev_per_a": [[0.301, 0.220, 0.659], [-0.079, -0.054, 0.129], [-0.265, 0.057, -0.331], [0.173, 0.056, -0.024], [-0.062, -0.022, 0.012], [-0.011, 0.022, -0.079], [0.094, 0.002, 0.055], [0.124, 0.160, 0.164], [-0.460, -0.508, 0.508], [-0.175, 0.012, -0.265], [0.696, 0.354, -0.833], [-0.390, -0.132, 0.983], [0.331, 0.046, -0.489], [-0.505, -0.202, 0.468], [0.156, 0.062, -0.116], [-0.077, -0.029, 0.123], [-0.004, -0.015, -0.152], [0.021, 0.009, -0.086], [0.056, 0.015, 0.085], [0.072, 0.038, -0.031], [-0.051, -0.033, 0.033], [0.014, -0.007, 0.025], [-0.025, -0.007, 0.008], [0.016, 0.012, -0.013], [0.082, 0.030, 0.005], [0.013, 0.005, 0.017], [0.002, -0.005, -0.007], [0.020, 0.017, 0.032], [-0.023, -0.013, -0.029], [-0.145, -0.060, -0.192], [0.452, -0.123, -0.084], [-0.222, 0.073, -0.406], [-0.164, 0.052, -0.153], [0.226, -0.010, -0.077], [-0.156, 0.045, 0.147], [0.018, 0.019, -0.106], [0.065, -0.112, 0.019], [-0.052, -0.008, -0.049], [0.016, 0.003, 0.006], [-0.028, 0.044, 0.042], [0.067, -0.128, -0.001], [-0.031, 0.016, 0.009], [-0.060, 0.045, 0.016], [0.000, 0.018, 0.009], [0.040, -0.013, -0.008], [-0.007, 0.004, -0.015], [0.039, -0.011, -0.004], [-0.035, 0.019, 0.003], [-0.064, 0.035, -0.006]], "nbo_charge": [0.9015, -0.7122, 0.4244, -0.3168, -0.1930, -0.2872, -0.1432, -0.2330, 0.5958, -0.7788, -0.4935, -0.2429, -0.0142, 0.1765, -0.2563, -0.1747, -0.2852, 0.0622, -0.4228, 0.5121, 0.2097, 0.1966, 0.1989, 0.2310, 0.1618, 0.2091, 0.2046, 0.2100, 0.2098, -0.5805, 0.6908, -0.4877, -0.5866, -0.3849, 0.4519, -0.4741, -0.2377, -0.0807, -0.5259, -0.0781, -0.2329, 0.2398, 0.1847, 0.1793, 0.1977, 0.1756, 0.1933, 0.2234, 0.1827]}



Entry 4:
{"formula": "C18H18O6", "method": "ωB97M-V with the def2-TZVPD basis set", "relative_energy_kj_mol": 15.54, "smiles": "COc1cc(C=O)ccc1OCCCOc1ccccc1C(=O)O", "homo_ev": -8.2760, "spin_multiplicity": 1, "mol_weight_g_mol": 330.34, "gap_ev": 8.589, "total_energy_ha": -1148.14447, "elements": ["C", "H", "O", "C", "C", "C", "C", "C", "C", "O", "C", "H", "H", "C", "H", "C", "H", "H", "O", "C", "C", "C", "C", "C", "C", "C", "O", "O", "H", "H", "H", "H", "H", "H", "H", "H", "C", "O", "H", "H", "H", "H"], "positions_angstrom": [[-1.848606, -0.433119, -3.448469], [-1.169228, -0.729004, -4.254274], [-1.276802, 0.573869, -2.640533], [-0.148976, 0.287625, -1.952383], [0.536349, -0.910973, -1.995779], [1.697522, -1.096883, -1.237565], [2.191896, -0.046769, -0.473421], [1.517001, 1.158155, -0.422793], [0.330597, 1.334952, -1.120077], [-0.448196, 2.446977, -1.116416], [-0.283336, 3.461186, -0.152479], [-0.681902, 4.360178, -0.632574], [0.771929, 3.638751, 0.080506], [-1.081915, 3.210632, 1.136045], [-1.051690, 4.124285, 1.730441], [-0.556832, 2.057658, 1.991812], [0.536475, 2.082934, 2.024910], [-0.943311, 2.145622, 3.016388], [-1.013878, 0.839618, 1.429601], [-0.357731, -0.336809, 1.673392], [0.668703, -0.459478, 2.602868], [1.330182, -1.662762, 2.771839], [0.973931, -2.771502, 2.025300], [-0.064342, -2.666030, 1.124169], [-0.749858, -1.467781, 0.933454], [-1.854806, -1.501589, -0.068163], [-2.031313, -2.459256, -0.782236], [-2.670646, -0.450286, -0.149066], [-2.357107, 0.292575, 0.394520], [-0.380220, -3.513473, 0.534910], [1.499713, -3.704538, 2.146615], [2.130075, -1.726795, 3.493596], [0.958804, 0.383558, 3.209806], [-2.119540, 3.004038, 0.869206], [1.928893, 1.957170, 0.174308], [3.101945, -0.193758, 0.086930], [2.372872, -2.390765, -1.226307], [3.345103, -2.667573, -0.565541], [1.904119, -3.145008, -1.888933], [0.166162, -1.731434, -2.589183], [-2.743331, 0.015575, -3.875460], [-2.128705, -1.309776, -2.858962]], "forces_ev_per_a": [[-0.125, -0.242, -0.116], [0.001, 0.030, 0.010], [0.198, 0.243, 0.187], [0.032, 0.285, 0.063], [0.151, 0.036, 0.030], [-0.018, 0.831, 0.182], [-0.030, -0.375, -0.198], [-0.135, 0.289, -0.065], [-0.096, -0.291, -0.271], [0.030, -0.317, -0.205], [-0.146, 0.322, 0.424], [0.148, -0.090, 0.072], [-0.059, 0.018, -0.066], [0.394, -0.456, -0.282], [-0.028, 0.042, 0.026], [-0.093, 0.509, 0.245], [-0.077, -0.069, 0.010], [0.125, -0.074, -0.107], [-0.075, -0.272, -0.114], [-0.012, -0.429, -0.034], [-0.091, 0.296, 0.076], [-0.065, -0.041, -0.060], [0.045, -0.003, 0.062], [-0.126, 0.160, 0.022], [0.144, 0.180, 0.292], [-0.047, -0.140, -0.075], [-0.080, 0.088, 0.073], [-0.274, 0.084, -0.136], [0.156, -0.137, 0.036], [-0.024, -0.046, -0.060], [0.054, -0.099, -0.001], [0.077, 0.006, 0.066], [0.018, 0.095, 0.016], [-0.074, 0.099, 0.059], [-0.026, 0.073, 0.050], [0.082, -0.020, 0.077], [0.017, -0.392, -0.159], [0.027, 0.022, -0.002], [0.041, -0.104, -0.006], [-0.117, -0.102, -0.084], [0.054, -0.064, -0.015], [0.023, 0.057, -0.023]], "nbo_charge": [-0.2629, 0.1699, -0.4835, 0.2358, -0.2447, -0.1941, -0.1516, -0.3315, 0.3687, -0.4983, -0.0575, 0.2030, 0.1705, -0.4435, 0.2220, -0.0657, 0.1852, 0.1898, -0.5616, 0.4236, -0.3297, -0.1489, -0.2403, -0.1303, -0.2656, 0.7913, -0.6051, -0.6746, 0.5075, 0.2445, 0.2257, 0.2179, 0.2203, 0.2227, 0.2146, 0.2345, 0.4267, -0.5362, 0.1071, 0.2346, 0.2008, 0.2089]}